Version A
The following is a quantum chemistry calculation of a cluster of 2 separate species, C3H4FNO2 in total, from the OMol25 dataset.

Last columns: bonded neighbours and bond lengths (Å).
Geometry (Å):
1 N -0.84 -0.03 1.84  C2 1.189, H5 1.011
2 C 0.00 -0.08 1.00  N1 1.189, C3 1.307
3 C 1.00 0.16 0.19  C2 1.307, O4 1.392, H6 1.059
4 O 1.08 1.05 -0.88  C3 1.392, H7 1.019
5 H -1.68 -0.58 1.93  N1 1.011
6 H 1.88 -0.41 0.35  C3 1.059
7 H 0.79 2.01 -0.67  O4 1.019
8 O -1.93 -1.28 -0.01  C9 1.183
9 C -1.20 -0.93 -0.87  O8 1.183, F10 1.330, H11 1.156
10 F -1.28 0.35 -1.23  C9 1.330
11 H -0.65 -1.57 -1.66  C9 1.156

E_LUMO = 0.0270 Eh
E_HOMO = -8.59 eV
SMILES = N=C=CO.O=CF

***

Version B
The following is a quantum chemistry calculation of an isolated molecule of C3H4FNO2, from the OMol25 dataset.

Last columns: bonded neighbours and bond lengths (Å).
Geometry (Å):
1 O -2.40 -0.92 -0.65  C2 1.202
2 C -1.37 -0.51 -0.21  O1 1.202, N3 1.361, O7 1.417
3 N -0.26 -1.13 0.29  C2 1.361, C4 1.418, H8 1.022
4 C 0.84 -0.24 0.27  N3 1.418, C5 1.565, H9 1.028, H10 1.182
5 C 0.26 1.19 -0.01  C4 1.565, F6 1.314, O7 1.377, H11 1.065
6 F 0.72 1.62 -1.16  C5 1.314
7 O -1.08 0.88 -0.14  C2 1.417, C5 1.377
8 H -0.01 -2.07 -0.04  N3 1.022
9 H 1.56 -0.43 -0.44  C4 1.028
10 H 1.41 -0.28 1.30  C4 1.182
11 H 0.34 1.88 0.80  C5 1.065

E_LUMO = 0.0256 Eh
E_HOMO = -10.52 eV
SMILES = O=C1NC[C@@H](F)O1

***

Which structure above is the least stable one? version A is the least stable one.